A:
The following is a quantum chemistry calculation of a 3-piece molecular cluster, C3H12N2O overall, from the OMol25 dataset.

Gap between HOMO and LUMO: 2.76 eV

Positions of all 18 atoms, in Å:
C: -0.51 -0.10 1.01
C: 0.29 1.09 0.54
N: -0.22 1.58 -0.78
C: 0.95 -2.46 -0.80
N: 1.76 -1.43 -0.22
H: 0.01 -0.72 1.74
H: -1.50 0.14 1.39
H: -0.73 -0.60 0.08
H: 1.32 0.80 0.32
H: 0.22 2.01 1.12
H: 0.35 2.28 -1.24
H: 0.23 -1.59 -0.93
H: 0.56 -3.25 -0.16
H: 1.36 -2.89 -1.73
H: 2.72 -1.62 -0.52
H: -3.23 2.62 0.40
H: -1.12 2.11 -0.58
O: -2.47 2.03 0.34


B:
The following is a quantum chemistry calculation of C3H12N2O as an isolated structure, from the OMol25 dataset.

Gap between HOMO and LUMO: 4.43 eV

Positions of all 18 atoms, in Å:
N: 2.81 0.04 -0.41
C: 0.57 0.83 0.43
C: -0.30 1.32 -0.61
C: 0.16 -0.64 0.71
N: -1.15 -0.71 1.28
H: 3.55 -0.06 0.27
H: 0.72 1.44 1.32
H: 1.66 0.54 -0.04
H: -0.22 0.67 -1.48
H: -0.24 2.39 -0.85
H: -1.38 1.27 -0.30
H: 0.34 -1.12 -0.27
H: 0.89 -1.11 1.37
H: -1.97 -0.70 0.62
H: -1.30 -1.70 1.49
H: 3.23 0.27 -1.30
H: -2.96 -1.01 -1.33
O: -2.09 -0.67 -1.09


So which one is most stable? That would be B, about 1.755 eV below the next structure.


A:
The following is a quantum chemistry calculation of one molecule with the formula C7H13N3O4, from the OMol25 dataset.

Gap between HOMO and LUMO: 8.60 eV
SMILES: CCN/N=C/N=C(/OC)OC(=O)OC

Positions of all 27 atoms, in Å:
C: 3.97 0.67 0.12
C: 2.63 0.52 0.84
N: 1.70 1.50 0.39
N: 0.45 1.23 0.12
C: -0.38 2.03 -0.47
N: -1.72 1.78 -0.64
C: -2.38 0.97 0.03
O: -3.64 0.70 0.06
C: -4.02 -0.64 0.34
O: -1.57 0.12 1.01
C: -0.78 -0.86 0.53
O: -0.04 -1.53 1.18
O: -1.00 -1.07 -0.80
C: -0.37 -2.29 -1.30
H: 4.65 1.41 0.52
H: 4.47 -0.26 0.30
H: 3.92 0.78 -0.98
H: 2.26 -0.55 0.83
H: 2.81 0.69 1.97
H: 2.05 2.27 -0.04
H: -0.19 3.02 -0.73
H: -3.54 -1.34 -0.40
H: -5.12 -0.48 0.36
H: -3.50 -1.07 1.26
H: -0.38 -3.21 -0.63
H: 0.57 -1.93 -1.63
H: -0.85 -2.50 -2.21


B:
The following is a quantum chemistry calculation of one molecule with the formula C7H13N3O4, from the OMol25 dataset.

Gap between HOMO and LUMO: 9.59 eV
SMILES: NC(=O)CC[C@H](N)C(=O)NCC(=O)O

Positions of all 27 atoms, in Å:
N: 2.09 3.33 2.24
C: 1.03 2.47 2.19
O: -0.08 2.81 1.78
C: 1.19 0.93 2.58
C: 0.94 0.13 1.36
C: -0.37 -0.44 1.27
N: -0.42 -1.73 2.02
C: -0.95 -0.70 -0.17
O: -1.00 0.37 -0.75
N: -1.30 -1.88 -0.75
C: -1.45 -2.00 -2.07
C: -0.39 -1.25 -3.20
O: -0.09 -1.92 -4.23
O: 0.33 -0.18 -2.86
H: 3.10 3.02 2.37
H: 1.93 4.22 1.81
H: 0.44 0.85 3.34
H: 2.17 0.66 3.07
H: 1.60 -0.76 1.21
H: 1.28 0.68 0.56
H: -1.00 0.38 1.64
H: 0.49 -2.01 2.31
H: -0.91 -1.67 2.94
H: -1.05 -2.74 -0.13
H: -1.61 -3.03 -2.45
H: -2.27 -1.39 -2.42
H: -0.05 0.29 -2.04


So which one is most stable? That would be B, about 2.786 eV below the next structure.